No. 1
One molecule with the formula C3H4N2 at a distorted geometry, computed with the ωB97M-V functional and the def2-TZVPD basis.

Computed properties:
- HOMO (eV) = -10.06
- gap between HOMO and LUMO (hartree) = 0.390
- E_LUMO (eV) = 0.55

ORCA input file:
```
! wB97M-V def2-TZVPD RIJCOSX def2/J DEFGRID3
* xyz 0 1
N -0.51905 0.10840 1.13478
N 1.59049 0.06537 -0.07887
C 0.25372 0.58510 0.03518
C -0.93796 -0.27897 -0.22260
C 2.06175 -0.34351 -1.09420
H -1.89429 0.17310 -0.49748
H -0.81994 -1.30461 -0.57226
H 0.03683 -0.63732 1.54230
H 0.22844 1.63244 -0.24685
*
```

Charges obtained by Löwdin population analysis, quoted in units of e: number 1, N, carries 0.02; number 2, N, carries -0.02; number 3, C, carries -0.41; number 4, C, carries -0.12; number 5, C, carries 0.08; number 6, H, carries 0.10; number 7, H, carries 0.11; number 8, H, carries 0.10; number 9, H, carries 0.14

---

No. 2
C29H46BrCdN3P2 as an isolated structure at a distorted geometry, computed with the ωB97M-V functional and the def2-TZVPD basis.

Computed properties:
- HOMO (spin up / spin down) (eV) = -13.23 / -13.23
- gap between HOMO and LUMO (spin up / spin down) (hartree) = 0.234 / 0.234
- E_LUMO (spin up / spin down) (eV) = -6.86 / -6.86

ORCA input file:
```
! wB97M-V def2-TZVPD RIJCOSX def2/J DEFGRID3
* xyz 2 1
Cd 0.45922 0.54354 -1.36298
Br 1.17662 2.78874 -3.23918
P 3.12544 0.59155 -1.85506
P -0.32710 -2.10569 -0.79174
N 1.02525 1.31250 3.14781
N 0.57467 0.52062 1.12035
N -4.88658 -1.39191 3.05411
C -0.53326 2.55463 -2.05923
C -2.06299 -2.40417 -0.18673
C -5.44072 -1.09408 1.87853
C 4.47212 -0.58419 -1.40977
C 1.46156 2.18798 4.22619
C -3.01032 2.88628 -0.94215
C -4.13950 2.45947 -0.17245
C -2.27779 -2.75563 1.28150
C -1.66202 2.12884 -2.80837
C -1.35766 -2.08054 -3.41415
C 0.62364 -3.51239 -0.02166
C -0.42696 -2.84377 -2.49036
C 0.88148 1.61396 1.83271
C -3.79975 0.75601 3.07871
C -4.16624 2.35095 1.20206
C 0.75639 -0.03197 3.28766
C -0.64479 3.37316 -0.91214
C -5.15565 0.08155 1.18896
C 4.52724 3.21623 -1.92775
C 4.14880 0.70958 -4.52066
C 5.88605 -0.07342 -1.63840
C -2.91196 2.34960 -2.25720
C -1.91369 3.58222 -0.38174
C 0.49713 -0.52485 2.04284
C -4.09958 -0.48613 3.64974
C 3.54336 2.29639 -1.20047
C 3.03083 0.13000 -3.66182
C 2.12299 -3.39235 -0.26073
C -4.40118 1.07078 1.84184
H -2.39724 -2.18153 -3.09329
H -1.91235 -3.76009 1.53069
H 0.79032 2.08483 5.07688
H 2.03586 0.43629 -4.06268
H -2.50527 -3.18993 -0.81848
H 4.28752 -1.47546 -2.03534
H 0.60258 -2.87741 -2.87955
H -2.06332 4.18421 0.50832
H -3.66285 -0.77177 4.60614
H -3.07385 1.42877 3.53846
H -0.75770 -3.88622 -2.36093
H 2.36774 -3.39039 -1.32993
H 1.02902 2.62813 1.47705
H 4.69638 4.09409 -1.28600
H -3.98546 3.20074 1.85756
H 2.63143 -4.25663 0.18342
H 6.56928 -0.90810 -1.45702
H 0.81354 -0.53678 4.22905
H 2.54445 -2.48442 0.19104
H 4.30089 -0.86784 -0.35852
H -6.09932 -1.81892 1.40682
H 6.05621 0.26373 -2.66917
H -2.59579 -1.46648 -0.41364
H -5.45666 0.20580 0.15615
H 6.15330 0.72965 -0.94314
H 0.30778 -1.55743 1.76072
H 3.78460 0.85404 -5.54669
H 2.57894 2.83544 -1.12270
H -1.12113 -1.01328 -3.48074
H 3.09923 -0.98074 -3.69583
H 5.50791 2.75270 -2.09263
H 0.24540 -4.44682 -0.46425
H 1.47576 3.22974 3.90136
H 0.40200 -3.55675 1.05300
H -1.27822 -2.50257 -4.41771
H 0.24971 3.81930 -0.46873
H 4.50564 1.66676 -4.12482
H 2.46205 1.92176 4.57689
H -1.48241 1.66094 -3.78389
H 4.14059 3.61034 -2.87841
H -3.35126 -2.74185 1.50392
H -1.81154 -2.03485 1.96611
H 4.98430 0.00334 -4.58227
H -3.82193 2.00588 -2.76412
H 3.86500 2.14821 -0.15414
H -4.84298 1.85301 -0.74088
*
```

Charges obtained by Löwdin population analysis, quoted in units of e: number 1, Cd, carries 1.17; number 2, Br, carries 0.76; number 3, P, carries 0.85; number 4, P, carries 0.88; number 5, N, carries -0.12; number 6, N, carries -0.06; number 7, N, carries 0.07; number 8, C, carries -0.66; number 9, C, carries -0.39; number 10, C, carries -0.13; number 11, C, carries -0.41; number 12, C, carries 0.00; number 13, C, carries -0.18; number 14, C, carries -0.02; number 15, C, carries -0.14; number 16, C, carries -0.14; number 17, C, carries -0.16; number 18, C, carries -0.40; number 19, C, carries -0.44; number 20, C, carries -0.17; number 21, C, carries 0.00; number 22, C, carries 0.02; number 23, C, carries -0.04; number 24, C, carries -0.13; number 25, C, carries -0.01; number 26, C, carries -0.15; number 27, C, carries -0.14; number 28, C, carries -0.13; number 29, C, carries 0.00; number 30, C, carries 0.00; number 31, C, carries -0.15; number 32, C, carries -0.12; number 33, C, carries -0.47; number 34, C, carries -0.47; number 35, C, carries -0.15; number 36, C, carries -0.21; number 37, H, carries 0.07; number 38, H, carries 0.08; number 39, H, carries 0.10; number 40, H, carries 0.00; number 41, H, carries 0.09; number 42, H, carries 0.08; number 43, H, carries 0.08; number 44, H, carries 0.13; number 45, H, carries 0.11; number 46, H, carries 0.11; number 47, H, carries 0.09; number 48, H, carries 0.06; number 49, H, carries 0.12; number 50, H, carries 0.09; number 51, H, carries 0.13; number 52, H, carries 0.09; number 53, H, carries 0.09; number 54, H, carries 0.13; number 55, H, carries 0.05; number 56, H, carries 0.07; number 57, H, carries 0.12; number 58, H, carries 0.06; number 59, H, carries 0.06; number 60, H, carries 0.11; number 61, H, carries 0.08; number 62, H, carries 0.06; number 63, H, carries 0.09; number 64, H, carries -0.02; number 65, H, carries 0.03; number 66, H, carries 0.08; number 67, H, carries 0.07; number 68, H, carries 0.10; number 69, H, carries 0.10; number 70, H, carries 0.07; number 71, H, carries 0.09; number 72, H, carries 0.11; number 73, H, carries 0.05; number 74, H, carries 0.10; number 75, H, carries 0.11; number 76, H, carries 0.06; number 77, H, carries 0.06; number 78, H, carries 0.05; number 79, H, carries 0.08; number 80, H, carries 0.14; number 81, H, carries 0.09; number 82, H, carries 0.11

---

No. 3
A 2-piece molecular cluster, C4H11NO overall at a distorted geometry, computed with the ωB97M-V functional and the def2-TZVPD basis.

Computed properties:
- HOMO (spin up / spin down) (eV) = -14.63 / -14.63
- expectation value of S² = 0.752
- gap between HOMO and LUMO (spin up / spin down) (hartree) = 0.361 / 0.232
- E_LUMO (spin up / spin down) (eV) = -4.82 / -8.32

ORCA input file:
```
! wB97M-V def2-TZVPD RIJCOSX def2/J DEFGRID3
* xyz 1 2
O -1.77707 3.01202 -0.54489
N -1.41586 -1.49094 0.35293
C 0.81323 0.17217 0.48188
C 0.87118 -0.99109 -0.30304
C 1.68822 1.32058 0.37602
C -0.22797 -1.96265 -0.35025
H -2.13609 2.42968 0.13608
H -0.46456 -2.00525 -1.43377
H -1.35292 -1.70492 1.34316
H -2.22154 -2.00398 0.01364
H 2.66098 1.04541 0.81810
H -1.56227 2.41082 -1.26596
H 1.72616 -1.20234 -0.93139
H 1.24728 2.22408 0.76447
H 0.03362 0.20613 1.24462
H 1.97328 1.48493 -0.66704
H 0.14432 -2.94466 -0.03456
*
```

Charges obtained by Löwdin population analysis, quoted in units of e: number 1, O, carries -0.05; number 2, N, carries 0.01; number 3, C, carries 0.02; number 4, C, carries 0.08; number 5, C, carries -0.02; number 6, C, carries -0.24; number 7, H, carries 0.03; number 8, H, carries 0.16; number 9, H, carries 0.09; number 10, H, carries 0.09; number 11, H, carries 0.14; number 12, H, carries 0.03; number 13, H, carries 0.15; number 14, H, carries 0.10; number 15, H, carries 0.13; number 16, H, carries 0.12; number 17, H, carries 0.15

---

No. 4
C9H2O3 as an isolated structure at a distorted geometry, computed with the ωB97M-V functional and the def2-TZVPD basis.

Computed properties:
- HOMO (spin up / spin down) (eV) = -9.64 / -9.64
- gap between HOMO and LUMO (spin up / spin down) (hartree) = 0.262 / 0.262
- E_LUMO (spin up / spin down) (eV) = -2.52 / -2.52

ORCA input file:
```
! wB97M-V def2-TZVPD RIJCOSX def2/J DEFGRID3
* xyz 0 1
O 1.46079 2.44491 0.47671
O -3.80349 -0.48772 -0.16047
O 3.09403 -0.89983 -0.64598
C 2.02267 -0.88768 -0.13511
C -1.34654 -0.64585 0.32575
C 1.07299 -1.82502 0.48754
C -1.54883 0.68047 -0.22823
C -2.64572 -0.28376 -0.06022
C 0.91288 0.12638 0.04807
C -0.01305 -0.96235 0.33422
C -0.54161 1.52532 -0.53840
C 0.75551 1.52226 0.18162
H -0.65916 2.35310 -1.22772
H 1.23955 -2.66023 1.14223
*
```

Charges obtained by Löwdin population analysis, quoted in units of e: number 1, O, carries 0.13; number 2, O, carries 0.14; number 3, O, carries 0.16; number 4, C, carries -0.31; number 5, C, carries 0.05; number 6, C, carries 0.22; number 7, C, carries 0.03; number 8, C, carries -0.33; number 9, C, carries 0.05; number 10, C, carries -0.09; number 11, C, carries 0.08; number 12, C, carries -0.39; number 13, H, carries 0.13; number 14, H, carries 0.13

---

Number 1: energy -226.11477 hartree. Number 2: energy -4720.75656 hartree. Number 3: energy -288.64133 hartree. Number 4: energy -569.62356 hartree.